{"formula": "C4H5F3", "method": "the ωB97M-V functional and the def2-TZVPD basis", "lumo_ev": [0.846, 0.869], "relative_energy_ev": 3.187, "fmax_ev_per_a": 3.1, "orbital_gap_ev": [8.59, 8.44], "symbols": ["C", "C", "C", "C", "F", "F", "F", "H", "H", "H", "H", "H"], "coordinates": [[0.1606, 0.1001, 1.2581], [0.1606, -0.8310, 0.0903], [-0.7284, 1.1109, 0.6807], [0.5756, -0.5267, -1.2667], [-0.7922, -1.7413, 0.1755], [-2.0958, 1.0121, 0.5179], [-0.2725, 2.0269, -0.1986], [-0.4251, -0.3824, 2.1760], [1.2622, 0.5345, 1.5269], [0.8530, 0.5930, -1.3447], [-0.0986, -0.7656, -2.0514], [1.4006, -1.1304, -1.5639]], "forces_ev_per_a": [[1.0, -0.3, 1.8], [0.0, 0.8, 0.9], [-1.4, 1.4, -0.4], [1.3, 2.5, -0.4], [-1.2, -1.2, 0.1], [2.0, -0.5, 0.3], [-0.1, -0.5, 0.4], [1.7, 0.9, -1.9], [-2.9, -0.9, -0.4], [-0.2, -1.9, -0.1], [-1.4, 0.0, -0.3], [1.3, -0.3, 0.0]], "lowdin_charge": [-0.110, -0.344, -0.304, -0.042, 0.063, 0.063, 0.062, 0.171, 0.177, 0.118, 0.077, 0.070]}